Record 1
Here is a gas-phase ion, C2H8N5 (charge +1) from the OMol25 dataset. Energies are from ωB97M-V/def2-TZVPD.

Structure (ORCA input):
```
! wB97M-V def2-TZVPD RIJCOSX def2/J DEFGRID3
* xyz 1 1
N 0.103 0.978 1.709
N 0.636 -0.082 0.851
N 0.600 -1.409 1.097
N 0.387 -2.067 0.157
C 0.369 -1.210 -1.090
C 0.400 0.202 -0.504
N -1.045 0.815 -0.717
H 0.737 1.667 1.841
H 0.014 0.550 2.618
H -0.497 -1.626 -1.582
H 1.333 -1.671 -1.492
H 1.196 0.792 -0.838
H -1.293 1.139 -1.686
H -1.840 0.210 -0.419
H -1.100 1.714 0.054
*
```

Summary:
HOMO level (Eh): -0.505
Orbital gap (eV): 9.9
Energy above the lowest of the compared OMol25 structures with the same formula, charge and spin (kJ/mol): 439.2

Record 2
Here is a gas-phase ion, C2H8N5O (charge +1) from the OMol25 dataset. Energies are from ωB97M-V/def2-TZVPD.

Structure (ORCA input):
```
! wB97M-V def2-TZVPD RIJCOSX def2/J DEFGRID3
* xyz 1 1
H 2.777 0.805 -1.068
N 2.506 0.833 -0.093
C 1.738 0.065 0.447
N 1.096 -1.206 -0.237
N -0.217 -1.427 0.238
C -1.111 -0.352 0.061
O -2.377 -0.791 -0.060
N -0.619 0.810 0.081
N -1.364 1.949 -0.061
H 1.451 0.098 1.485
H 1.178 -1.090 -1.269
H 1.675 -2.009 0.053
H -0.644 -2.312 -0.026
H -3.012 -0.069 -0.146
H -2.270 1.945 0.400
H -0.806 2.752 0.195
*
```

Summary:
HOMO level (Eh): -0.463
Orbital gap (eV): 9.1
Energy above the lowest of the compared OMol25 structures with the same formula, charge and spin (kJ/mol): 294.0

Record 3
Here is 2 unconnected molecules or ions with the total composition C2H8NO from the OMol25 dataset. Energies are from ωB97M-V/def2-TZVPD.

Structure (ORCA input):
```
! wB97M-V def2-TZVPD RIJCOSX def2/J DEFGRID3
* xyz -1 1
O 1.006 1.219 1.696
H 1.570 1.833 2.183
C -1.489 -0.620 -0.139
N -0.047 -0.549 -0.144
C 0.489 -0.287 -1.457
H -1.984 0.147 -0.703
H -1.840 -0.374 0.868
H -1.782 -1.617 -0.465
H 0.330 0.112 0.542
H 1.566 -0.426 -1.492
H 0.079 -1.023 -2.153
H 0.177 0.685 -1.873
*
```

Summary:
HOMO level (Eh): -0.097
Orbital gap (eV): 7.0
Energy above the lowest of the compared OMol25 structures with the same formula, charge and spin (kJ/mol): 60.4

Record 4
Here is 2 unconnected molecules or ions with the total composition C2H8NO from the OMol25 dataset. Energies are from ωB97M-V/def2-TZVPD.

Structure (ORCA input):
```
! wB97M-V def2-TZVPD RIJCOSX def2/J DEFGRID3
* xyz 1 1
C -0.163 -0.196 -1.352
C 0.623 0.830 -1.545
N -1.004 -0.353 -0.145
H -0.165 -1.057 -2.005
H 1.313 0.910 -2.375
H 0.600 1.781 -1.018
H -0.360 -0.334 0.662
H -1.658 0.427 -0.041
H -1.542 -1.198 -0.078
H 0.498 0.362 3.036
H 1.223 -0.941 2.568
O 0.635 -0.232 2.292
*
```

Summary:
HOMO level (Eh): -0.570
Orbital gap (eV): 12.0
Energy above the lowest of the compared OMol25 structures with the same formula, charge and spin (kJ/mol): 81.7

Record 5
Here is a gas-phase ion, C2H8NO (charge +1) from the OMol25 dataset. Energies are from ωB97M-V/def2-TZVPD.

Structure (ORCA input):
```
! wB97M-V def2-TZVPD RIJCOSX def2/J DEFGRID3
* xyz 1 1
C -1.091 -0.781 -0.058
C 0.384 -0.288 0.147
N 0.596 1.008 -0.649
O 0.674 0.311 1.416
H -1.761 -0.527 0.796
H -1.383 -0.191 -0.854
H -1.272 -1.862 -0.383
H 1.319 -1.140 -0.171
H 1.558 1.234 -0.759
H 0.127 1.682 -0.068
H 0.217 0.831 -1.534
H 0.632 -0.277 2.117
*
```

Summary:
HOMO level (Eh): -0.590
Orbital gap (eV): 12.5
Energy above the lowest of the compared OMol25 structures with the same formula, charge and spin (kJ/mol): 150.8

Record 6
Here is 2 unconnected molecules or ions with the total composition C2H8NO from the OMol25 dataset. Energies are from ωB97M-V/def2-TZVPD.

Structure (ORCA input):
```
! wB97M-V def2-TZVPD RIJCOSX def2/J DEFGRID3
* xyz 1 1
N -1.960 -0.494 -0.511
H -1.093 -0.402 0.057
H -1.783 -1.206 -1.223
H -2.128 0.379 -1.014
H -2.765 -0.756 0.057
C 0.980 1.041 -0.713
C 1.103 0.494 0.479
O 0.534 -0.720 0.792
H 1.288 2.053 -0.923
H 0.612 0.489 -1.568
H 1.617 1.037 1.264
H 1.044 -1.150 1.489
*
```

Summary:
HOMO level (Eh): -0.505
Orbital gap (eV): 9.9
Energy above the lowest of the compared OMol25 structures with the same formula, charge and spin (kJ/mol): 88.4

Number 1: LUMO -3.84 eV. Number 2: LUMO -3.47 eV. Number 3: LUMO 4.40 eV. Number 4: LUMO -3.46 eV. Number 5: LUMO -3.58 eV. Number 6: LUMO -3.87 eV.